# 1
{
  "formula": "C5H7NO",
  "method": "ωB97M-V/def2-TZVPD",
  "species": ["C", "C", "O", "C", "C", "N", "C", "H", "H", "H", "H", "H", "H", "H"],
  "positions_angstrom": [[-2.236073, -0.283820, 0.220147], [-0.931291, -0.171074, -0.242181], [-0.410373, 1.108607, -0.528007], [0.708391, 1.288483, 0.267169], [1.184423, -0.010252, 0.522105], [1.462462, -1.062775, -0.497270], [0.144755, -1.092996, 0.192335], [-2.872293, 0.492896, 0.046910], [-2.666499, -1.307919, 0.346374], [1.466855, 1.974318, -0.209282], [0.659582, 1.778435, 1.219377], [2.064056, -0.186468, 1.180258], [1.304491, -0.551563, -1.402504], [-0.131670, -2.011174, 0.766352]],
  "forces_ev_per_a": [[3.5, -3.0, -2.1], [-2.7, 0.5, 2.4], [-1.7, -0.4, -0.6], [1.9, 2.5, -1.3], [3.8, -5.5, 1.9], [-1.9, 2.1, -2.2], [1.2, 0.4, 0.6], [-1.7, 2.1, -0.1], [0.5, 1.1, 0.1], [-0.7, -0.8, -0.4], [-1.4, 0.4, 0.9], [-1.4, 0.6, 0.6], [0.2, -1.1, 0.5], [0.4, 1.1, -0.5]],
  "lowdin_charge": [0.101, -0.271, -0.033, -0.221, -0.269, 0.065, -0.171, 0.020, 0.078, 0.153, 0.126, 0.153, 0.116, 0.155],
  "total_energy_ha": -324.5939,
  "homo_ha": -0.32823,
  "total_charge": 0,
  "largest_force_ha_per_bohr": 0.136,
  "smiles": "C=C1OC[C@@H]2N[C@H]12",
  "orbital_gap_ev": 9.880,
  "de_lowest_kj_mol": 342.8
}



# 2
{
  "formula": "C5H7NO",
  "method": "ωB97M-V/def2-TZVPD",
  "species": ["O", "C", "C", "N", "C", "C", "C", "H", "H", "H", "H", "H", "H", "H"],
  "positions_angstrom": [[1.263532, 1.759091, 1.198807], [0.707912, 0.969580, 0.476693], [1.276285, 0.332401, -0.778034], [0.533634, -0.568555, -1.286522], [-0.684495, -0.666619, -0.497013], [-1.559067, 0.539024, -0.586781], [-0.646861, 0.343959, 0.613095], [2.234668, 0.613263, -1.208021], [-1.105707, -1.660990, -0.394359], [-2.623376, 0.427107, -0.401813], [-1.296515, 1.290084, -1.328210], [-1.076154, 0.195677, 1.597181], [1.838729, -1.674540, 1.247821], [1.137413, -1.899482, 1.347156]],
  "forces_ev_per_a": [[-0.2, -0.3, -0.3], [0.0, 0.1, 0.1], [-0.1, -0.2, -0.2], [0.2, 0.4, 0.2], [-0.1, -0.2, 0.0], [-0.1, 0.1, -0.1], [0.1, 0.0, 0.2], [-0.1, 0.0, 0.0], [0.1, 0.2, 0.0], [0.2, 0.0, 0.0], [0.0, -0.1, 0.1], [0.1, 0.0, -0.2], [0.0, -0.1, 0.1], [0.1, 0.0, 0.0]],
  "lowdin_charge": [0.101, -0.371, -0.087, 0.108, -0.300, -0.033, -0.157, 0.121, 0.139, 0.108, 0.117, 0.147, 0.057, 0.051],
  "total_energy_ha": -324.6307,
  "homo_ha": -0.35382,
  "total_charge": 0,
  "largest_force_ha_per_bohr": 0.009,
  "smiles": "O=C1C=N[C@@H]2C[C@H]12.[H][H]",
  "orbital_gap_ev": 9.589,
  "de_lowest_kj_mol": 246.1
}



# 3
{
  "formula": "C5H7NO",
  "method": "ωB97M-V/def2-TZVPD",
  "species": ["C", "N", "C", "O", "C", "C", "C", "H", "H", "H", "H", "H", "H", "H"],
  "positions_angstrom": [[-1.131894, -1.127758, 1.890284], [-0.311185, -1.430122, 0.725908], [-0.186480, -0.499969, -0.099349], [-0.778250, 0.767690, -0.081497], [-0.005628, 1.136221, -1.235507], [1.440332, 1.048477, -0.903965], [0.660971, -0.201049, -1.296262], [-1.900571, -1.894454, 2.012205], [-0.487841, -1.149897, 2.776208], [-1.611327, -0.143479, 1.838161], [-0.481806, 1.753926, -1.985736], [1.748417, 1.163121, 0.133523], [2.139631, 1.424806, -1.644344], [0.905632, -0.847513, -2.129630]],
  "forces_ev_per_a": [[-0.2, 0.0, 0.2], [0.0, 0.4, -0.3], [0.1, -0.4, 0.3], [0.0, 0.1, 0.1], [0.0, 0.3, -0.3], [0.1, 0.1, 0.0], [0.0, -0.2, -0.1], [0.1, 0.0, 0.0], [-0.1, -0.1, -0.1], [0.0, -0.2, 0.0], [0.1, -0.1, 0.1], [-0.1, 0.0, -0.2], [-0.1, -0.1, 0.0], [0.0, 0.1, 0.2]],
  "lowdin_charge": [-0.116, 0.066, -0.363, 0.013, -0.223, -0.031, -0.089, 0.073, 0.078, 0.072, 0.150, 0.120, 0.110, 0.138],
  "total_energy_ha": -324.6292,
  "homo_ha": -0.35159,
  "total_charge": 0,
  "largest_force_ha_per_bohr": 0.010,
  "orbital_gap_ev": 10.623,
  "de_lowest_kj_mol": 250.2
}



# 4
{
  "formula": "C5H7NO",
  "method": "ωB97M-V/def2-TZVPD",
  "species": ["C", "C", "C", "N", "C", "C", "H", "H", "H", "H", "H", "O", "H", "H"],
  "positions_angstrom": [[2.202570, -0.062595, -0.142545], [1.357339, -1.202444, -0.114949], [-0.032220, -1.059182, -0.029779], [-0.614810, 0.087664, 0.100588], [0.107384, 1.150409, 0.024367], [1.492813, 1.108820, -0.174740], [3.304397, -0.104852, -0.148452], [1.887635, -2.120528, -0.018655], [-0.755092, -1.856974, 0.147362], [-0.370752, 2.163282, 0.165712], [1.969329, 2.057401, -0.030173], [-3.758823, 0.034010, -0.268118], [-3.952850, -0.223788, 0.743286], [-2.836924, 0.028772, -0.253909]],
  "forces_ev_per_a": [[-1.4, -1.0, -0.5], [0.9, 0.7, 0.2], [1.1, -2.1, 0.7], [-2.3, 0.9, -0.1], [1.2, 2.6, -0.3], [-0.1, 1.4, 1.2], [-0.8, -0.1, 0.0], [-0.3, -1.0, -0.2], [0.8, -0.5, -0.5], [0.4, -1.3, -0.2], [0.5, 0.4, -0.5], [-3.3, -1.0, 3.7], [0.4, 0.9, -3.5], [2.9, 0.1, -0.1]],
  "lowdin_charge": [-0.059, -0.048, -0.153, 0.027, -0.157, -0.088, 0.118, 0.087, 0.115, 0.131, 0.093, -0.103, 0.113, -0.076],
  "total_energy_ha": -324.6886,
  "homo_ha": -0.36445,
  "total_charge": 0,
  "largest_force_ha_per_bohr": 0.098,
  "smiles": "c1ccncc1.O",
  "orbital_gap_ev": 10.759,
  "de_lowest_kj_mol": 94.3
}